1.
{
  "formula": "H8O4",
  "method": "wB97M-V/def2-TZVPD",
  "species": ["O", "O", "O", "O", "H", "H", "H", "H", "H", "H", "H", "H"],
  "coordinates": [[-3.45, -1.32, -0.55], [4.02, -1.27, -0.50], [-0.36, -1.20, 0.76], [0.12, 3.68, -0.03], [-3.50, -0.45, -0.98], [3.86, -1.50, 0.42], [-0.60, 3.82, -0.66], [-0.21, 2.98, 0.54], [4.37, -0.38, -0.47], [-0.81, -1.11, 1.61], [-2.51, -1.46, -0.42], [-0.93, -1.80, 0.27]],
  "lowdin_charge": [-0.05, -0.06, -0.05, -0.06, 0.04, 0.03, 0.03, 0.03, 0.03, 0.04, -0.01, 0.01],
  "charge": 0,
  "lumo_energy_ev": 0.3,
  "multiplicity": 1,
  "de_lowest_kcal_mol": 30.0
}

---

2.
{
  "formula": "C40H43FFeN10O7S",
  "method": "wB97M-V/def2-TZVPD",
  "species": ["Fe", "S", "F", "O", "O", "O", "O", "O", "O", "O", "N", "N", "N", "N", "N", "N", "N", "N", "N", "N", "C", "C", "C", "C", "C", "C", "C", "C", "C", "C", "C", "C", "C", "C", "C", "C", "C", "C", "C", "C", "C", "C", "C", "C", "C", "C", "C", "C", "C", "C", "C", "C", "C", "C", "C", "C", "C", "C", "C", "C", "H", "H", "H", "H", "H", "H", "H", "H", "H", "H", "H", "H", "H", "H", "H", "H", "H", "H", "H", "H", "H", "H", "H", "H", "H", "H", "H", "H", "H", "H", "H", "H", "H", "H", "H", "H", "H", "H", "H", "H", "H", "H", "H"],
  "coordinates": [[2.29, 0.89, -0.20], [2.65, -1.08, -1.63], [-1.60, -4.52, 1.25], [1.97, 1.88, -2.08], [1.21, 3.22, 0.09], [1.06, -0.41, 1.01], [2.91, 1.53, 1.69], [4.08, 1.75, -0.87], [3.19, 1.84, 3.89], [0.21, 4.04, 1.90], [-0.01, -0.38, -2.22], [4.21, 2.15, -2.05], [0.80, -1.25, 4.97], [0.85, -2.36, -3.08], [-1.63, -5.33, 3.97], [0.11, 0.47, -1.36], [-1.66, -7.41, 5.28], [3.09, 2.22, -2.66], [0.97, 5.33, -1.38], [-0.35, -2.38, -3.80], [-1.07, 1.28, -1.25], [-1.03, -4.11, 3.51], [0.55, 5.51, 0.02], [1.84, -2.37, 6.92], [-2.50, 2.57, 0.18], [-1.38, 0.13, -7.01], [0.30, -1.81, 2.70], [0.73, -1.48, 6.41], [-1.89, 1.54, -2.34], [1.73, 3.29, -5.91], [-0.23, 5.46, -2.21], [-2.21, -7.67, 3.91], [-0.65, -1.52, -4.85], [-1.13, 6.43, -1.46], [-0.44, -3.29, 4.45], [-0.22, 0.37, -6.29], [-1.89, -6.43, 3.05], [-0.29, -2.64, 1.75], [0.65, 4.19, 0.79], [-2.69, -5.23, 4.96], [1.81, 2.77, -4.62], [2.86, 3.75, -6.55], [1.56, -0.22, 4.51], [-2.17, -0.96, -6.65], [-3.32, 2.84, -0.91], [1.06, -0.64, 2.22], [2.70, 1.28, 2.91], [-2.48, -6.37, 5.98], [-1.81, -1.77, -5.59], [4.09, 3.70, -5.90], [1.11, -1.32, -2.36], [4.19, 3.20, -4.62], [-0.91, 6.03, 0.00], [1.75, 0.12, 3.22], [-0.97, -3.75, 2.16], [-1.36, 1.80, 0.01], [3.05, 2.73, -3.99], [0.21, -2.11, 4.06], [0.15, -0.43, -5.22], [-3.01, 2.33, -2.17], [-0.21, -2.38, 0.70], [-1.59, 5.22, 0.27], [5.14, 3.16, -4.11], [1.67, 6.00, -1.64], [-2.44, -2.61, -5.31], [0.04, 5.78, -3.22], [2.81, -1.92, 6.74], [-0.73, -6.99, 5.14], [1.74, -2.54, 7.99], [0.77, -0.50, 6.88], [4.98, 4.07, -6.40], [1.21, 6.21, 0.53], [-2.66, -4.27, 5.47], [-3.68, -5.32, 4.49], [-1.56, -8.26, 5.83], [-1.92, -6.05, 6.85], [0.95, 2.40, -4.09], [1.07, -0.22, -4.69], [-3.41, -6.84, 6.29], [-1.07, 6.84, 0.70], [-0.44, -3.60, 5.49], [-1.66, 0.77, -7.84], [-0.80, 7.46, -1.64], [-3.08, -1.17, -7.20], [2.79, 4.15, -7.56], [-1.76, -8.58, 3.51], [-1.63, 1.13, -3.31], [-2.18, 6.36, -1.76], [-2.72, 2.98, 1.15], [-2.73, -6.25, 2.38], [-0.64, -3.33, -3.96], [-0.71, 4.48, -2.29], [0.42, 1.20, -6.56], [-1.00, -6.60, 2.45], [-3.65, 2.55, -3.01], [1.83, -3.34, 6.42], [-4.20, 3.46, -0.78], [-0.68, 1.60, 0.83], [-3.28, -7.83, 4.03], [1.39, 3.53, -0.83], [-0.26, -1.89, 6.64], [0.77, 3.33, -6.40], [2.06, 0.39, 5.26]],
  "lowdin_charge": [0.64, 0.62, 0.06, -0.24, 0.06, -0.05, -0.06, -0.18, 0.02, 0.10, 0.07, 0.00, -0.04, 0.00, -0.11, 0.02, 0.04, -0.22, -0.02, -0.03, -0.22, -0.15, -0.21, -0.07, -0.09, -0.12, -0.03, -0.20, -0.02, -0.10, -0.19, -0.07, -0.27, -0.17, 0.04, -0.10, -0.13, 0.11, -0.49, -0.12, -0.02, -0.10, 0.04, -0.12, -0.10, -0.27, -0.60, -0.07, -0.05, -0.09, -0.82, -0.02, -0.12, -0.01, -0.19, -0.03, -0.16, -0.13, -0.04, -0.09, 0.15, 0.09, 0.10, 0.12, 0.10, 0.12, 0.08, 0.18, 0.08, 0.13, 0.10, 0.16, 0.13, 0.14, 0.18, 0.13, 0.10, 0.10, 0.13, 0.11, 0.10, 0.09, 0.11, 0.09, 0.10, 0.14, 0.10, 0.11, 0.11, 0.13, 0.11, 0.11, 0.07, 0.14, 0.10, 0.07, 0.10, 0.10, 0.13, 0.10, 0.11, 0.10, 0.15],
  "s2": 6.013,
  "charge": 0,
  "lumo_energy_ev": [-1.9, -1.9],
  "multiplicity": 5,
  "de_lowest_kcal_mol": 28.0
}

---

3.
{
  "formula": "C44H46BClN8O8PSV",
  "method": "wB97M-V/def2-TZVPD",
  "species": ["V", "Cl", "S", "P", "O", "O", "O", "O", "O", "O", "O", "O", "N", "N", "N", "N", "N", "N", "N", "N", "C", "C", "C", "C", "C", "C", "C", "C", "C", "C", "C", "C", "C", "C", "C", "C", "C", "C", "C", "C", "C", "C", "C", "C", "C", "C", "C", "C", "C", "C", "C", "C", "C", "C", "C", "C", "C", "C", "C", "C", "C", "C", "C", "C", "B", "H", "H", "H", "H", "H", "H", "H", "H", "H", "H", "H", "H", "H", "H", "H", "H", "H", "H", "H", "H", "H", "H", "H", "H", "H", "H", "H", "H", "H", "H", "H", "H", "H", "H", "H", "H", "H", "H", "H", "H", "H", "H", "H", "H", "H", "H"],
  "coordinates": [[1.35, -0.34, 0.58], [2.72, 1.34, -0.96], [1.21, 2.22, 2.81], [-0.37, 1.80, -1.81], [2.54, -1.90, 0.23], [8.02, -3.10, 2.89], [7.55, -5.05, 2.09], [0.68, 1.86, 1.44], [5.14, 0.68, 2.12], [1.86, -4.50, 0.05], [2.98, 0.33, 1.69], [3.55, -5.76, -0.33], [-1.10, -1.92, -0.77], [-2.04, 0.68, 0.89], [7.27, -3.88, 2.31], [3.05, -4.72, 0.07], [-2.66, -0.51, 0.76], [0.24, -1.51, 2.07], [0.12, -1.35, -1.01], [-0.94, -2.14, 1.77], [-2.68, -3.55, -1.85], [-1.54, 6.28, -1.81], [-4.26, 0.98, 1.01], [-0.21, -3.02, 3.66], [-0.61, 3.65, 4.28], [2.33, 1.74, -2.61], [-1.10, 2.21, 4.20], [-0.21, 4.42, -1.05], [4.21, -0.05, 1.78], [0.15, 1.37, 4.01], [0.42, 3.84, 3.16], [-2.35, -0.65, -4.50], [5.15, -4.23, 1.16], [-0.36, -2.79, -2.65], [5.69, -2.02, 1.97], [-1.64, 0.92, -2.80], [-2.99, 1.59, 1.05], [-4.99, -1.48, 0.67], [0.82, 2.33, -4.35], [0.58, -1.90, -2.13], [1.91, -1.59, -2.74], [3.95, -3.74, 0.69], [-4.00, -0.36, 0.82], [1.96, -1.65, 3.86], [-2.24, 5.42, -2.65], [-3.65, -0.60, -4.03], [1.01, 1.96, -3.02], [-1.41, -2.78, -1.76], [-1.92, 4.07, -2.70], [-2.43, -3.92, 2.73], [0.69, -2.05, 3.20], [3.58, -2.35, 0.79], [1.88, 2.46, -5.23], [-3.95, 0.21, -2.93], [-2.95, 0.95, -2.33], [-2.65, 3.04, 1.14], [-1.35, 0.10, -3.89], [3.40, 1.87, -3.48], [4.50, -1.51, 1.50], [3.17, 2.22, -4.80], [6.01, -3.36, 1.80], [-0.52, 5.77, -1.01], [-0.91, 3.55, -1.89], [-1.22, -3.05, 2.72], [-1.87, -1.82, 0.57], [-0.02, 0.38, 3.60], [5.39, -5.27, 1.03], [1.19, 4.56, 3.39], [-3.03, 5.81, -3.28], [-0.34, 0.02, -4.26], [2.63, -1.28, -1.99], [-1.66, 1.91, 5.08], [2.77, -2.33, 3.59], [1.69, 2.75, -6.26], [-3.55, -2.89, -1.79], [0.74, 1.29, 4.93], [-4.90, -1.96, -0.31], [0.56, 4.01, -0.40], [-0.13, -3.62, 4.55], [-0.04, 4.10, 2.21], [-6.00, -1.07, 0.75], [-2.39, -4.57, 3.60], [-1.75, 2.07, 3.33], [4.40, 1.68, -3.11], [-4.43, -1.19, -4.50], [-2.77, -4.29, -1.05], [-1.79, 7.33, -1.77], [-4.96, 0.25, -2.54], [-2.68, -2.69, 0.54], [-1.42, 4.38, 4.18], [-0.19, 2.53, -4.69], [-0.28, -3.37, -3.56], [2.28, -0.65, 3.57], [-2.96, 3.57, 0.23], [2.29, -2.49, -3.23], [-0.14, 3.82, 5.25], [0.03, 6.43, -0.35], [4.01, 2.31, -5.48], [-2.10, -1.29, -5.33], [-2.47, -4.55, 1.84], [1.85, -1.70, 4.95], [-5.23, 1.45, 1.09], [1.83, -0.81, -3.51], [-4.86, -2.25, 1.43], [-3.20, 1.55, -1.46], [-1.58, 3.15, 1.24], [-2.47, 3.42, -3.36], [6.37, -1.34, 2.48], [-3.36, -3.35, 2.77], [-3.15, 3.52, 1.99], [-2.72, -4.07, -2.81]],
  "lowdin_charge": [0.69, 0.84, 0.99, 1.13, -0.14, 0.05, 0.04, -0.61, 0.03, 0.09, -0.26, 0.03, 0.06, 0.13, -0.37, -0.34, 0.03, 0.05, 0.04, 0.06, -0.02, -0.10, -0.01, 0.01, -0.23, -0.60, -0.22, -0.11, -0.61, -0.30, -0.30, -0.09, 0.07, 0.00, 0.06, -0.36, -0.39, -0.03, -0.09, -0.34, -0.02, -0.05, -0.29, -0.01, -0.09, -0.10, -0.37, -0.27, -0.09, -0.02, -0.33, -0.27, -0.08, -0.08, -0.11, -0.04, -0.10, -0.11, -0.04, -0.08, -0.15, -0.09, -0.36, -0.27, -0.50, 0.07, 0.13, 0.08, 0.10, 0.09, 0.05, 0.12, 0.09, 0.10, 0.06, 0.10, 0.06, 0.09, 0.11, 0.06, 0.08, 0.08, 0.08, 0.11, 0.10, 0.08, 0.10, 0.10, 0.10, 0.11, 0.11, 0.11, 0.06, 0.07, 0.09, 0.11, 0.10, 0.10, 0.10, 0.08, 0.08, 0.10, 0.06, 0.06, 0.09, 0.04, 0.10, 0.13, 0.07, 0.08, 0.08],
  "s2": 3.756,
  "charge": -1,
  "lumo_energy_ev": [2.2, 2.2],
  "multiplicity": 4,
  "de_lowest_kcal_mol": 15.9
}

---

4.
{
  "formula": "C2H3N3OS",
  "method": "wB97M-V/def2-TZVPD",
  "species": ["S", "O", "N", "N", "N", "C", "C", "H", "H", "H"],
  "coordinates": [[-1.20, 1.57, -0.72], [1.06, -1.13, 0.41], [2.12, -0.25, -0.09], [-1.31, -1.11, 0.77], [-0.19, -0.59, 0.12], [1.42, 0.84, -0.47], [0.03, 0.70, -0.24], [-1.92, -0.31, 1.26], [-2.09, -1.24, -0.05], [2.07, 1.52, -0.97]],
  "lowdin_charge": [0.69, -0.06, 0.16, 0.06, -0.23, -0.10, -0.90, 0.12, 0.14, 0.11],
  "charge": 0,
  "lumo_energy_ev": -0.8,
  "multiplicity": 1,
  "de_lowest_kcal_mol": 106.6
}

---

5.
{
  "formula": "C3H5F2N2",
  "method": "wB97M-V/def2-TZVPD",
  "species": ["F", "F", "N", "N", "C", "C", "C", "H", "H", "H", "H", "H"],
  "coordinates": [[0.18, -1.56, -2.97], [1.36, 0.02, -2.01], [0.37, -0.87, -1.87], [-0.11, -0.10, 0.27], [-0.74, 0.39, 1.44], [0.57, 0.96, 1.02], [-0.34, -0.85, -0.77], [-1.66, 0.99, 1.31], [-0.77, -0.19, 2.35], [1.48, 0.94, 1.62], [-1.11, -1.54, -0.69], [0.79, 1.81, 0.32]],
  "lowdin_charge": [0.19, 0.16, -0.07, -0.01, -0.04, -0.01, 0.05, 0.15, 0.13, 0.13, 0.17, 0.15],
  "charge": 1,
  "lumo_energy_ev": -4.3,
  "multiplicity": 1,
  "de_lowest_kcal_mol": 149.9
}